# C12H33ClN3O3Pd

A molecular structure, C12H33ClN3O3Pd at a distorted geometry (ωB97M-V/def2-TZVPD, the OMol25 dataset).

The geometry in XYZ format:
```
53
Properties=species:S:1:pos:R:3:mulliken_charge:R:1
Pd -4.029 0.733 2.501 0.417
Cl -1.866 -0.178 1.792 -0.432
C 1.582 -1.454 -0.170 -1.091
C 1.496 -2.505 0.927 0.333
C 2.060 -2.031 2.271 -0.714
O 1.682 -2.917 3.274 -0.339
C 2.324 -2.700 4.507 -0.772
N 0.144 -3.082 1.051 -0.428
H 1.192 -0.485 0.153 0.150
H 1.006 -1.801 -1.023 0.177
H 2.614 -1.330 -0.494 0.541
H 2.148 -3.336 0.636 0.269
H 1.672 -1.016 2.448 0.343
H 3.144 -1.972 2.121 0.457
H 2.038 -3.476 5.213 0.266
H 2.015 -1.734 4.921 0.313
H 3.416 -2.720 4.441 0.309
H -0.471 -2.388 1.472 0.075
H 0.216 -3.773 1.798 0.320
C -0.704 3.030 -0.962 -1.193
C 0.370 2.967 0.116 1.147
C 1.179 4.249 0.080 -0.968
O 2.337 4.073 0.885 -0.346
C 2.872 5.309 1.348 -0.746
N -0.316 2.814 1.418 -0.727
H -1.253 3.957 -0.795 0.346
H -1.371 2.169 -0.866 0.033
H -0.292 2.982 -1.972 0.398
H 1.018 2.094 -0.030 -0.043
H 0.560 5.076 0.449 0.454
H 1.492 4.532 -0.933 0.357
H 2.662 6.153 0.692 0.333
H 3.918 5.123 1.581 0.239
H 2.415 5.549 2.319 0.287
H -0.643 1.851 1.433 0.127
H 0.405 2.886 2.133 0.323
C -1.606 -3.296 -2.897 -1.571
C -1.544 -2.066 -1.971 1.140
C -2.465 -0.924 -2.375 -0.633
O -2.066 -0.515 -3.657 -0.335
C -3.089 0.241 -4.291 -0.741
N -1.879 -2.540 -0.637 -0.034
H -1.394 -3.024 -3.928 0.383
H -2.560 -3.801 -2.763 0.384
H -0.826 -4.019 -2.644 0.429
H -0.505 -1.711 -1.910 -0.420
H -2.330 -0.100 -1.664 0.210
H -3.498 -1.285 -2.442 0.429
H -4.003 -0.359 -4.352 0.337
H -2.832 0.499 -5.314 0.280
H -3.258 1.168 -3.739 0.283
H -1.194 -3.176 -0.166 0.604
H -1.982 -1.742 0.014 0.040
```

Properties
2S+1 ... 3
Total energy ... -39583.85764 eV
M ... 409.3 Da
<S²> ... 2.006
Charge ... +1